Computed, not measured: a molecular structure, C23H26As2BBrF4N2Pb, with wB97M-V/def2-TZVPD.

Positions of all 60 atoms, in Å:
Pb: 0.419 -0.128 -0.717
C: -2.426 1.613 2.463
As: -0.587 1.390 1.848
C: 0.014 3.210 2.172
C: 0.156 0.416 3.384
C: 0.943 1.057 4.339
C: 1.528 0.338 5.375
C: 1.329 -1.034 5.467
C: 0.535 -1.677 4.525
C: -0.056 -0.969 3.480
As: -1.223 -1.839 2.156
C: -2.558 -2.523 3.414
C: -0.256 -3.508 1.870
H: -2.944 0.658 2.426
H: -2.944 2.321 1.817
H: -2.412 1.987 3.485
H: -0.077 3.493 3.218
H: -0.630 3.852 1.572
H: 1.041 3.343 1.839
H: 1.118 2.124 4.280
H: 2.141 0.850 6.107
H: 1.784 -1.600 6.271
H: 0.369 -2.745 4.612
H: -3.148 -1.702 3.818
H: -2.076 -3.059 4.231
H: -3.219 -3.200 2.874
H: -0.141 -4.075 2.793
H: 0.720 -3.309 1.429
H: -0.834 -4.083 1.144
Br: 2.590 0.609 -2.622
C: 1.481 1.713 -3.705
C: 2.010 2.123 -4.887
C: 1.248 2.981 -5.714
C: 0.017 3.394 -5.308
C: -0.531 2.966 -4.070
C: -1.810 3.423 -3.660
C: -2.348 3.006 -2.483
C: -1.635 2.094 -1.668
C: -0.395 1.620 -2.000
C: 0.189 2.077 -3.225
H: 2.998 1.803 -5.187
H: 1.657 3.308 -6.662
H: -0.572 4.059 -5.931
H: -2.350 4.105 -4.307
H: -3.325 3.358 -2.173
H: -2.124 1.740 -0.765
N: 3.767 -0.320 2.724
C: 4.060 1.024 2.656
C: 3.318 1.497 1.621
N: 2.574 0.474 1.060
C: 2.872 -0.600 1.750
H: 4.104 -0.969 3.413
H: 4.751 1.501 3.332
H: 3.277 2.504 1.236
H: 2.467 -1.588 1.583
F: -2.182 -3.198 -1.058
B: -1.618 -2.226 -1.883
F: -1.799 -0.909 -1.303
F: -2.144 -2.231 -3.161
F: -0.186 -2.390 -1.923

Properties
E, Eh: -8664.49918
Molecular weight, g mol⁻¹: 854.2
ΔE to the lowest compared entry with this formula, charge and spin, kJ/mol: 41.8
Orbital gap, eV: 8.3

Charge distribution, natural (NBO) scheme, values in e: 1.2088, -0.9396, 0.9286, -0.9591, -0.3318, -0.2230, -0.2119, -0.2376, -0.1655, -0.3576, 0.9223, -0.9393, -0.9495, 0.2391, 0.2331, 0.2240, 0.2206, 0.2415, 0.2338, 0.2139, 0.2144, 0.2148, 0.2025, 0.2275, 0.2129, 0.2375, 0.2093, 0.2227, 0.2613, 0.1007, -0.0592, -0.2452, -0.2112, -0.1659, -0.0779, -0.1892, -0.1952, -0.2253, -0.4961, -0.0378, 0.2287, 0.2188, 0.2125, 0.2109, 0.2111, 0.2014, -0.5141, -0.0892, -0.1008, -0.5134, 0.1913, 0.4265, 0.2251, 0.2168, 0.2158, -0.5547, 1.3597, -0.5806, -0.5439, -0.5730